Record 1
The following is a DFT calculation (ωB97M-V with the def2-TZVPD basis set) of a molecular structure, C4H7NO.

```
13
Properties=species:S:1:pos:R:3
C -1.164 -0.812 0.202
C -0.314 0.417 0.093
O -0.813 1.531 0.794
C 1.183 0.270 0.310
C 1.731 -0.675 -0.661
N 2.112 -1.428 -1.451
H -2.208 -0.550 0.001
H -0.809 -1.535 -0.536
H -1.104 -1.237 1.207
H -0.417 0.780 -1.066
H -0.838 1.691 -0.240
H 1.380 -0.067 1.331
H 1.653 1.253 0.191
```

Computed properties:
F_max = 4.65 eV Å⁻¹
Kohn-Sham gap = 11.4 eV
Charge = 0
LUMO level = 0.59 eV
Energy above the lowest of the compared OMol25 structures with the same formula, charge and spin = 2.881 eV
Total energy = -7796.76355 eV

Record 2
The following is a DFT calculation (ωB97M-V with the def2-TZVPD basis set) of a single C4H7NO molecule.

```
13
Properties=species:S:1:pos:R:3
C -0.610 0.583 0.924
C -0.645 -0.883 -0.583
C 0.389 -0.366 0.664
O -0.646 1.760 0.260
N 2.356 0.216 -0.870
C 1.869 0.092 0.252
H -1.402 2.288 0.540
H -1.193 0.516 1.838
H 1.792 0.056 -1.728
H 0.445 -1.171 1.390
H -1.233 -1.737 -0.254
H 0.146 -1.174 -1.300
H -1.268 -0.180 -1.132
```

Computed properties:
F_max = 3.07 eV Å⁻¹
Kohn-Sham gap (spin up / spin down) = 8.0 / 6.3 eV
Charge = 0
LUMO level (spin up / spin down) = 0.53 / 0.00 eV
Energy above the lowest of the compared OMol25 structures with the same formula, charge and spin = 6.142 eV
Total energy = -7793.50199 eV

Record 3
The following is a DFT calculation (ωB97M-V with the def2-TZVPD basis set) of a single C4H7NO molecule.

```
13
Properties=species:S:1:pos:R:3
C 1.521 0.054 -0.394
N 0.112 0.385 -0.430
C -0.751 1.273 0.315
C -0.686 -0.167 0.664
C -1.185 -1.262 -0.200
O -0.641 -2.345 -0.182
H 2.093 0.670 0.302
H 1.942 0.123 -1.400
H 1.600 -1.001 -0.095
H -0.364 1.958 1.078
H -1.572 1.692 -0.267
H -0.172 -0.426 1.592
H -1.897 -0.954 -0.985
```

Computed properties:
F_max = 0.54 eV Å⁻¹
Kohn-Sham gap = 10.3 eV
Charge = 0
LUMO level = 0.97 eV
Structure (SMILES) = CN1C[C@H]1C=O
Energy above the lowest of the compared OMol25 structures with the same formula, charge and spin = 3.073 eV
Total energy = -7796.57163 eV

Record 4
The following is a DFT calculation (ωB97M-V with the def2-TZVPD basis set) of a single C4H7NO molecule.

```
13
Properties=species:S:1:pos:R:3
C 1.585 -0.004 0.527
C 0.364 -0.167 -0.391
C -0.940 -0.896 0.029
N -1.643 0.375 -0.130
C -0.530 1.103 -0.456
O -0.352 2.281 -0.641
H 2.165 0.885 0.239
H 1.290 0.150 1.571
H 2.266 -0.861 0.481
H 0.657 -0.505 -1.386
H -0.964 -1.314 1.042
H -1.273 -1.656 -0.688
H -2.624 0.610 -0.196
```

Computed properties:
F_max = 0.75 eV Å⁻¹
Kohn-Sham gap = 10.7 eV
Charge = 0
LUMO level = 0.98 eV
Structure (SMILES) = C[C@H]1CNC1=O
Energy above the lowest of the compared OMol25 structures with the same formula, charge and spin = 0.852 eV
Total energy = -7798.79231 eV

Record 5
The following is a DFT calculation (ωB97M-V with the def2-TZVPD basis set) of a single C4H7NO molecule.

```
13
Properties=species:S:1:pos:R:3
O -2.522 0.834 0.846
C -1.737 -0.228 0.489
C -0.441 -0.111 0.811
N 0.654 -0.751 0.207
C 0.857 -0.495 -1.209
C 1.751 0.115 -0.198
H -1.804 1.492 0.906
H -2.248 -1.052 -0.003
H -0.233 0.465 1.714
H 0.158 0.176 -1.714
H 1.173 -1.355 -1.790
H 2.744 -0.283 -0.015
H 1.649 1.192 -0.043
```

Computed properties:
F_max = 1.25 eV Å⁻¹
Kohn-Sham gap = 8.8 eV
Charge = 0
LUMO level = 0.95 eV
Structure (SMILES) = O/C=C/N1CC1
Energy above the lowest of the compared OMol25 structures with the same formula, charge and spin = 3.442 eV
Total energy = -7796.20243 eV

Record 6
The following is a DFT calculation (ωB97M-V with the def2-TZVPD basis set) of a single C4H7NO molecule.

```
13
Properties=species:S:1:pos:R:3
C 0.370 0.000 -1.895
C 0.204 -0.402 -0.456
C -0.053 0.648 0.553
C -0.198 0.012 1.915
O -1.152 -0.901 1.363
N -1.142 -0.233 0.079
H -0.291 0.830 -2.128
H 0.120 -0.836 -2.546
H 1.400 0.297 -2.084
H 0.744 -1.290 -0.146
H -0.015 1.704 0.342
H 0.680 -0.486 2.339
H -0.666 0.657 2.664
```

Computed properties:
F_max = 1.17 eV Å⁻¹
Kohn-Sham gap = 10.3 eV
Charge = 0
LUMO level = 1.13 eV
Structure (SMILES) = C[C@H]1[C@@H]2CON12
Energy above the lowest of the compared OMol25 structures with the same formula, charge and spin = 4.151 eV
Total energy = -7795.49384 eV

Record 7
The following is a DFT calculation (ωB97M-V with the def2-TZVPD basis set) of a single C4H7NO molecule.

```
13
Properties=species:S:1:pos:R:3
N 0.589 -0.439 2.835
C 0.565 0.191 1.864
C 0.537 0.938 0.601
C 0.682 0.002 -0.606
C -0.569 -0.846 -0.810
O -1.678 -0.022 -1.130
H -0.417 1.472 0.527
H 1.328 1.694 0.624
H 0.841 0.611 -1.502
H 1.557 -0.646 -0.480
H -0.413 -1.538 -1.646
H -0.765 -1.452 0.086
H -2.257 0.036 -0.364
```

Computed properties:
F_max = 1.12 eV Å⁻¹
Kohn-Sham gap = 11.6 eV
Charge = 0
LUMO level = 0.74 eV
Structure (SMILES) = N#CCCCO
Energy above the lowest of the compared OMol25 structures with the same formula, charge and spin = 1.048 eV
Total energy = -7798.59637 eV

Record 8
The following is a DFT calculation (ωB97M-V with the def2-TZVPD basis set) of a single C4H7NO molecule.

```
13
Properties=species:S:1:pos:R:3
C -0.506 0.661 1.684
C -0.362 -0.533 0.751
N -0.942 -0.079 -0.491
C -0.224 0.090 -1.515
C 1.175 -0.330 -1.771
O 1.659 -0.132 -2.853
H -0.317 0.319 2.699
H -1.505 1.112 1.618
H 0.224 1.425 1.390
H 0.689 -0.880 0.761
H -0.959 -1.385 1.066
H -0.644 0.579 -2.383
H 1.711 -0.846 -0.957
```

Computed properties:
F_max = 0.65 eV Å⁻¹
Kohn-Sham gap = 9.5 eV
Charge = 0
LUMO level = -0.17 eV
Structure (SMILES) = CC/N=C\C=O
Energy above the lowest of the compared OMol25 structures with the same formula, charge and spin = 1.964 eV
Total energy = -7797.68025 eV

Record 9
The following is a DFT calculation (ωB97M-V with the def2-TZVPD basis set) of 2 unconnected molecules or ions with the total composition C4H7NO.

```
13
Properties=species:S:1:pos:R:3
C 3.304 0.214 -0.658
C 2.921 -0.891 -0.106
N 3.374 0.177 0.808
H 3.870 0.859 -1.332
H 2.666 -1.897 0.146
H 2.565 0.797 1.063
C -3.297 -0.046 0.200
C -1.829 0.227 -0.169
O -0.943 -0.508 -0.023
H -3.753 -1.088 0.140
H -3.240 0.378 1.203
H -3.887 0.704 -0.460
H -1.751 1.073 -0.813
```

Computed properties:
F_max = 4.36 eV Å⁻¹
Kohn-Sham gap = 9.0 eV
Charge = 0
LUMO level = 0.95 eV
Structure (SMILES) = C1=CN1.CC=O
Energy above the lowest of the compared OMol25 structures with the same formula, charge and spin = 5.794 eV
Total energy = -7793.85051 eV

Record 10
The following is a DFT calculation (ωB97M-V with the def2-TZVPD basis set) of a single C4H7NO molecule.

```
13
Properties=species:S:1:pos:R:3
C 0.684 0.695 1.433
N 1.376 -0.353 0.680
C 0.602 0.646 -0.047
C -0.702 0.275 -0.692
C -0.796 -0.882 -1.603
O -1.280 -0.807 0.018
H -0.203 0.416 2.001
H 1.331 1.424 1.914
H 0.836 -1.215 0.748
H 1.197 1.344 -0.628
H -1.365 1.121 -0.873
H -1.845 -1.253 -1.084
H 0.146 -1.452 -1.638
```

Computed properties:
F_max = 2.38 eV Å⁻¹
Kohn-Sham gap = 10.5 eV
Charge = 0
LUMO level = 0.79 eV
Structure (SMILES) = C1N[C@H]1[C@H]1CO1
Energy above the lowest of the compared OMol25 structures with the same formula, charge and spin = 5.879 eV
Total energy = -7793.76543 eV

Record 11
The following is a DFT calculation (ωB97M-V with the def2-TZVPD basis set) of a molecular structure, C4H7NO.

```
13
Properties=species:S:1:pos:R:3
C -1.223 -0.670 0.100
C -0.836 0.726 -0.255
O 0.208 1.154 0.610
C 1.478 0.709 0.224
C 1.625 -0.795 0.033
N 0.542 -1.441 0.009
H -1.884 -1.146 -0.651
H -0.066 -2.212 -0.006
H -1.691 -0.766 1.093
H -1.630 1.469 -0.141
H -0.505 0.749 -1.305
H 2.174 1.033 1.006
H 1.809 1.189 -0.717
```

Computed properties:
F_max = 4.04 eV Å⁻¹
Kohn-Sham gap = 8.6 eV
Charge = 0
LUMO level = 0.95 eV
Energy above the lowest of the compared OMol25 structures with the same formula, charge and spin = 5.214 eV
Total energy = -7794.43069 eV

Record 12
The following is a DFT calculation (ωB97M-V with the def2-TZVPD basis set) of a single C4H7NO molecule.

```
13
Properties=species:S:1:pos:R:3
C 1.661 0.335 -0.102
N 1.366 -1.015 -0.340
C 0.369 -0.175 -0.860
C -0.621 0.517 -0.028
C -1.890 -0.242 0.550
O -0.789 0.128 1.312
H 1.739 0.705 0.919
H 2.366 0.753 -0.773
H 1.118 -1.428 0.538
H 0.293 -0.095 -1.943
H -0.875 1.551 -0.259
H -2.830 0.231 0.812
H -1.919 -1.255 0.180
```

Computed properties:
F_max = 5.32 eV Å⁻¹
Kohn-Sham gap = 9.9 eV
Charge = 0
LUMO level = 1.20 eV
Structure (SMILES) = C1N[C@H]1[C@H]1CO1
Energy above the lowest of the compared OMol25 structures with the same formula, charge and spin = 4.269 eV
Total energy = -7795.37578 eV

Record 13
The following is a DFT calculation (ωB97M-V with the def2-TZVPD basis set) of a molecular structure, C4H7NO.

```
13
Properties=species:S:1:pos:R:3
O 1.268 -0.433 1.490
C 0.417 -0.140 0.443
C -0.559 -1.035 -0.340
N -0.873 0.418 -0.833
C -0.803 0.777 0.606
C 0.645 0.582 -0.881
H 1.895 -1.108 1.209
H -0.521 -1.347 -1.366
H -1.258 -1.592 0.302
H -0.657 1.844 0.769
H -1.680 0.376 1.124
H 1.164 0.031 -1.678
H 0.963 1.625 -0.847
```

Computed properties:
F_max = 2.51 eV Å⁻¹
Kohn-Sham gap = 10.3 eV
Charge = 0
LUMO level = 0.76 eV
Energy above the lowest of the compared OMol25 structures with the same formula, charge and spin = 4.268 eV
Total energy = -7795.37591 eV

Record 14
The following is a DFT calculation (ωB97M-V with the def2-TZVPD basis set) of 3 unconnected molecules or ions with the total composition C4H7NO.

```
13
Properties=species:S:1:pos:R:3
C 0.299 -0.136 0.486
C 1.460 -1.023 0.177
N -0.632 0.056 -0.371
O 0.245 0.414 1.717
C -1.835 0.543 -0.099
C -2.916 1.061 0.005
H 1.035 0.203 2.230
H 0.182 0.458 -1.970
H 0.757 0.616 -2.594
H 1.526 -1.818 0.925
H 2.388 -0.449 0.196
H 1.337 -1.463 -0.807
H -3.845 1.539 0.105
```

Computed properties:
F_max = 3.19 eV Å⁻¹
Kohn-Sham gap = 9.4 eV
Charge = 0
LUMO level = 0.48 eV
Energy above the lowest of the compared OMol25 structures with the same formula, charge and spin = 4.111 eV
Total energy = -7795.53359 eV

Record 15
The following is a DFT calculation (ωB97M-V with the def2-TZVPD basis set) of a single C4H7NO molecule.

```
13
Properties=species:S:1:pos:R:3
C 1.855 -0.180 0.077
C 0.635 0.634 -0.108
N 0.424 1.897 0.118
O -0.941 1.863 -0.070
C -0.759 0.312 -0.473
C -1.536 -0.738 0.270
H 2.724 0.375 -0.275
H 2.010 -0.401 1.134
H 1.788 -1.118 -0.473
H -0.989 0.356 -1.539
H -2.603 -0.545 0.167
H -1.329 -1.720 -0.155
H -1.280 -0.736 1.327
```

Computed properties:
F_max = 2.58 eV Å⁻¹
Kohn-Sham gap = 10.0 eV
Charge = 0
LUMO level = 0.89 eV
Structure (SMILES) = CC1=NO[C@@H]1C
Energy above the lowest of the compared OMol25 structures with the same formula, charge and spin = 3.428 eV
Total energy = -7796.21643 eV

Record 16
The following is a DFT calculation (ωB97M-V with the def2-TZVPD basis set) of a single C4H7NO molecule.

```
13
Properties=species:S:1:pos:R:3
C -1.025 1.656 -0.187
N 0.158 1.033 -0.765
C 0.004 -0.600 -0.872
C 0.344 -1.265 0.406
O 1.329 -2.294 0.301
C 0.856 0.152 0.108
H -0.791 2.705 0.024
H -1.843 1.657 -0.914
H -1.378 1.187 0.738
H -1.022 -0.727 -1.187
H -0.415 -1.394 1.172
H 1.846 -2.350 1.120
H 1.937 0.241 0.055
```

Computed properties:
F_max = 3.56 eV Å⁻¹
Kohn-Sham gap (spin up / spin down) = 7.7 / 7.7 eV
Charge = 0
LUMO level (spin up / spin down) = 0.09 / 0.09 eV
Structure (SMILES) = CN1[C@@H]2[C@@H](O)[C@@H]21
Energy above the lowest of the compared OMol25 structures with the same formula, charge and spin = 7.742 eV
Total energy = -7791.90280 eV

Record 17
The following is a DFT calculation (ωB97M-V with the def2-TZVPD basis set) of a single C4H7NO molecule.

```
13
Properties=species:S:1:pos:R:3
O 1.924 0.701 0.367
C 0.935 0.218 -0.490
C 0.294 -1.180 -0.170
C -1.045 -0.472 -0.011
N -0.836 0.529 1.050
C -0.454 0.844 -0.339
H 1.487 0.783 1.230
H 1.325 0.270 -1.510
H 0.670 -1.668 0.733
H 0.337 -1.868 -1.018
H -2.038 -0.848 -0.234
H -1.725 0.986 1.243
H -0.874 1.705 -0.850
```

Computed properties:
F_max = 0.33 eV Å⁻¹
Kohn-Sham gap = 10.5 eV
Charge = 0
LUMO level = 1.04 eV
Structure (SMILES) = O[C@H]1C[C@H]2N[C@@H]12
Energy above the lowest of the compared OMol25 structures with the same formula, charge and spin = 2.605 eV
Total energy = -7797.03917 eV

Record 18
The following is a DFT calculation (ωB97M-V with the def2-TZVPD basis set) of a single C4H7NO molecule.

```
13
Properties=species:S:1:pos:R:3
C -0.510 -0.534 0.858
C 0.319 0.688 1.143
O 0.302 1.601 0.169
C 0.287 1.184 -1.071
N 0.657 -0.141 -1.277
C -0.200 -1.095 -0.542
H -0.389 -1.274 1.654
H -1.571 -0.215 0.869
H 0.280 1.161 2.118
H 1.548 -0.217 -0.742
H 0.405 1.958 -1.817
H 0.343 -2.045 -0.497
H -1.115 -1.255 -1.119
```

Computed properties:
F_max = 0.74 eV Å⁻¹
Kohn-Sham gap (spin up / spin down) = 8.1 / 8.5 eV
Charge = 0
LUMO level (spin up / spin down) = 0.77 / 0.90 eV
Energy above the lowest of the compared OMol25 structures with the same formula, charge and spin = 4.086 eV
Total energy = -7795.55818 eV

Record 19
The following is a DFT calculation (ωB97M-V with the def2-TZVPD basis set) of a single C4H7NO molecule.

```
13
Properties=species:S:1:pos:R:3
O 1.938 0.722 0.252
C 0.831 0.267 -0.474
C 0.179 -1.075 -0.069
C -1.182 -0.405 -0.270
N -1.300 0.548 0.811
C -0.530 0.953 -0.357
H 1.727 0.614 1.188
H 1.131 0.267 -1.528
H 0.297 -1.216 1.022
H 0.466 -1.971 -0.622
H -2.066 -0.846 -0.724
H -0.711 0.235 1.587
H -0.781 1.908 -0.816
```

Computed properties:
F_max = 0.72 eV Å⁻¹
Kohn-Sham gap = 10.7 eV
Charge = 0
LUMO level = 0.93 eV
Structure (SMILES) = O[C@H]1C[C@H]2N[C@@H]12
Energy above the lowest of the compared OMol25 structures with the same formula, charge and spin = 2.854 eV
Total energy = -7796.79074 eV